(1)
# C37H24Cl5F3NO4OsP2STe

C37H24Cl5F3NO4OsP2STe as an isolated structure (the ωB97M-V functional and the def2-TZVPD basis, the Open Molecules 2025 dataset).

Positions of all 79 atoms, in Å:
Os: 0.134 -0.445 -0.279
Te: -0.236 4.416 1.250
C: -0.631 5.723 -0.362
C: 0.380 6.323 -1.097
C: 0.019 7.143 -2.159
N: -1.241 7.392 -2.504
C: -2.202 6.830 -1.776
C: -1.953 5.992 -0.697
C: -0.318 2.687 0.155
P: -0.907 1.229 0.980
C: -0.447 1.364 2.721
C: 0.888 1.614 3.045
C: 1.255 1.789 4.367
C: 0.297 1.705 5.371
C: -1.027 1.446 5.053
C: -1.406 1.280 3.728
C: -2.693 1.064 0.873
C: -3.264 -0.171 1.178
C: -4.632 -0.347 1.057
C: -5.429 0.704 0.621
C: -4.862 1.933 0.315
C: -3.492 2.116 0.438
P: 0.738 2.116 -1.188
C: -0.374 1.848 -2.597
C: 0.015 0.921 -3.566
C: -0.819 0.644 -4.636
C: -2.050 1.281 -4.736
C: -2.437 2.210 -3.780
C: -1.599 2.500 -2.713
C: 1.882 3.421 -1.679
C: 2.903 3.771 -0.794
C: 3.814 4.756 -1.140
C: 3.726 5.375 -2.383
C: 2.731 5.005 -3.277
C: 1.805 4.032 -2.928
H: 1.425 6.169 -0.861
H: 0.787 7.619 -2.760
H: -3.223 7.060 -2.062
H: -2.779 5.571 -0.138
H: 1.641 1.653 2.268
H: 2.290 1.982 4.618
H: 0.587 1.844 6.404
H: -1.772 1.378 5.836
H: -2.443 1.091 3.484
H: -2.642 -0.995 1.513
H: -5.075 -1.306 1.294
H: -6.497 0.562 0.516
H: -5.486 2.749 -0.024
H: -3.047 3.073 0.197
H: 0.968 0.408 -3.477
H: -0.518 -0.080 -5.382
H: -2.710 1.049 -5.563
H: -3.394 2.711 -3.867
H: -1.894 3.235 -1.973
H: 2.993 3.268 0.163
H: 4.601 5.031 -0.449
H: 4.443 6.139 -2.657
H: 2.671 5.477 -4.250
H: 1.026 3.754 -3.628
Cl: 5.790 -4.519 1.670
C: 4.539 -3.368 1.466
C: 4.456 -2.632 0.285
Cl: 5.608 -2.862 -0.959
C: 3.434 -1.701 0.121
Cl: 3.316 -0.755 -1.310
C: 2.494 -1.508 1.125
O: 1.504 -0.596 1.015
C: 2.579 -2.242 2.306
Cl: 1.382 -1.988 3.510
C: 3.601 -3.169 2.481
Cl: 3.698 -4.067 3.935
F: -3.192 -3.138 -0.788
C: -1.888 -3.329 -0.913
F: -1.649 -4.534 -1.389
F: -1.308 -3.195 0.286
S: -1.201 -2.062 -2.063
O: 0.261 -2.101 -1.853
O: -1.749 -2.314 -3.338
O: -1.600 -0.764 -1.396

Summary:
Total charge ... +1
Expectation value of S² ... 6.02
Frontier orbital gap (spin up / spin down) ... 7.3 / 6.0 eV
M ... 1192.706 g mol⁻¹
2S+1 ... 5
HOMO (spin up / spin down) ... -10.4315 / -11.2323 eV

***

(2)
# C37H25BaF2N4O6S3Sb

C37H25BaF2N4O6S3Sb as an isolated structure (the ωB97M-V functional and the def2-TZVPD basis, the Open Molecules 2025 dataset).

Positions of all 79 atoms, in Å:
Ba: 1.054 1.624 -0.306
F: -0.197 1.848 5.767
C: 0.776 1.569 4.850
C: 0.659 2.028 3.556
C: 1.638 1.762 2.583
C: 2.759 1.013 3.020
C: 2.818 0.545 4.329
F: 3.853 -0.249 4.755
C: 1.844 0.801 5.275
C: 3.873 0.747 2.064
C: 5.211 0.672 2.466
C: 6.197 0.460 1.523
C: 5.846 0.322 0.191
C: 4.503 0.422 -0.131
N: 3.546 0.629 0.772
H: -0.242 2.581 3.306
H: 1.917 0.414 6.281
H: 5.465 0.794 3.508
H: 7.237 0.409 1.827
H: 6.580 0.161 -0.586
H: 4.182 0.340 -1.163
O: 4.138 1.735 -3.762
S: 2.897 2.096 -3.106
O: 3.079 2.815 -1.844
O: 1.969 0.978 -2.938
C: 2.105 3.275 -4.229
C: 2.820 3.519 -5.397
C: 2.368 4.413 -6.355
C: 1.177 5.085 -6.149
C: 0.452 4.849 -4.991
C: 0.890 3.953 -4.022
S: -0.238 3.776 -2.612
O: -0.576 2.354 -2.570
O: -1.351 4.645 -2.927
O: 0.513 4.166 -1.420
H: 3.751 2.987 -5.532
H: 2.950 4.579 -7.254
H: 0.805 5.790 -6.883
H: -0.485 5.357 -4.812
S: -2.174 1.444 1.041
Sb: -2.534 -0.757 0.719
C: -2.067 -1.434 -1.211
C: -1.764 -0.461 -2.154
C: -1.247 -0.843 -3.384
C: -1.061 -2.190 -3.665
C: -1.385 -3.159 -2.723
C: -1.886 -2.784 -1.484
C: -1.692 -1.995 2.201
C: -2.014 -3.341 2.293
C: -1.398 -4.129 3.258
C: -0.483 -3.562 4.130
C: -0.173 -2.209 4.044
C: -0.773 -1.421 3.076
C: -4.608 -1.182 0.936
C: -5.377 -0.375 1.768
C: -6.724 -0.652 1.957
C: -7.309 -1.734 1.315
C: -6.548 -2.537 0.476
C: -5.200 -2.260 0.285
H: -1.870 0.595 -1.929
H: -0.951 -0.075 -4.087
H: -0.631 -2.487 -4.613
H: -1.203 -4.208 -2.924
H: -2.056 -3.545 -0.733
H: -2.719 -3.794 1.605
H: -1.614 -5.189 3.303
H: 0.007 -4.181 4.873
H: 0.552 -1.761 4.713
H: -0.504 -0.375 2.982
H: -4.916 0.481 2.250
H: -7.319 -0.018 2.603
H: -8.360 -1.949 1.462
H: -7.003 -3.377 -0.035
H: -4.618 -2.880 -0.387
N: -0.286 -5.443 0.024
C: 0.400 -4.509 0.140
N: 1.253 -3.528 0.300
C: 0.877 -2.288 0.250
N: 0.598 -1.154 0.242

Summary:
Total charge ... -2
Frontier orbital gap ... 6.8 eV
M ... 1014.914 g mol⁻¹
2S+1 ... 1
HOMO ... -2.8255 eV

***

(3)
# C37H25BrFN3O9STb

C37H25BrFN3O9STb as an isolated structure (the ωB97M-V functional and the def2-TZVPD basis, the Open Molecules 2025 dataset).

Positions of all 78 atoms, in Å:
Tb: -0.884 0.875 0.443
Br: -2.015 3.418 2.143
C: -1.467 2.838 3.866
C: -1.588 3.725 4.897
C: -1.290 3.304 6.210
C: -0.921 2.012 6.441
C: -0.805 1.087 5.375
C: -0.477 -0.268 5.628
C: -0.388 -1.151 4.594
C: -0.565 -0.705 3.263
C: -0.868 0.602 2.922
C: -1.034 1.493 4.033
H: -1.928 4.734 4.713
H: -1.381 4.008 7.027
H: -0.720 1.669 7.449
H: -0.310 -0.583 6.652
H: -0.155 -2.192 4.787
H: -0.422 -1.448 2.481
C: 1.205 -2.616 -6.114
C: 0.805 -3.558 -4.993
C: 1.934 -4.512 -4.628
C: 1.419 -5.571 -3.670
C: 0.690 -4.936 -2.516
C: 0.512 -5.624 -1.338
C: -0.108 -5.018 -0.250
F: -0.246 -5.746 0.876
C: -0.547 -3.727 -0.289
C: -0.379 -3.009 -1.480
C: -0.794 -1.608 -1.511
O: -1.425 -1.116 -0.552
C: -0.432 -0.879 -2.676
C: 0.072 -1.557 -3.749
N: 0.377 -2.863 -3.762
C: 0.220 -3.609 -2.593
C: -0.549 0.618 -2.812
O: -0.724 1.118 -3.910
O: -0.379 1.268 -1.705
H: 1.508 -3.223 -6.966
H: 2.050 -1.989 -5.827
H: 0.392 -1.973 -6.445
H: -0.052 -4.158 -5.327
H: 2.745 -3.938 -4.171
H: 2.326 -4.970 -5.538
H: 2.239 -6.178 -3.284
H: 0.748 -6.250 -4.206
H: 0.881 -6.636 -1.230
H: -0.990 -3.239 0.566
H: 0.244 -0.997 -4.655
S: -3.688 0.735 0.471
C: -4.159 2.288 -0.198
C: -3.380 2.974 -1.137
C: -3.748 4.221 -1.616
C: -4.923 4.822 -1.192
C: -5.720 4.146 -0.274
C: -5.344 2.910 0.216
H: -2.470 2.517 -1.512
H: -3.107 4.716 -2.336
H: -5.215 5.793 -1.568
H: -6.644 4.594 0.074
H: -5.964 2.406 0.947
O: 2.892 -1.945 0.453
C: 2.226 -0.921 0.527
O: 0.957 -0.799 0.499
C: 2.917 0.426 0.724
C: 4.073 0.639 1.465
C: 4.431 1.948 1.758
C: 3.692 3.067 1.399
C: 2.566 2.793 0.649
C: 2.217 1.524 0.261
N: 1.575 3.844 0.335
O: 1.938 4.995 0.296
O: 0.421 3.463 0.197
N: 5.657 2.176 2.565
O: 6.270 1.203 2.947
O: 5.987 3.328 2.767
H: 4.652 -0.197 1.829
H: 3.967 4.062 1.709
H: 1.405 1.348 -0.428

Summary:
Total charge ... -1
Expectation value of S² ... 12.70
Frontier orbital gap (spin up / spin down) ... 5.5 / 5.5 eV
M ... 945.513 g mol⁻¹
2S+1 ... 7
HOMO (spin up / spin down) ... -4.4072 / -4.4230 eV